No. 1
{"formula": "C30H45FN2O15", "method": "ωB97M-V/def2-TZVPD", "symbols": ["C", "C", "C", "C", "N", "C", "C", "O", "N", "C", "O", "F", "O", "C", "O", "O", "C", "C", "H", "H", "H", "H", "H", "H", "H", "H", "H", "H", "H", "H", "H", "H", "H", "O", "C", "C", "C", "C", "O", "H", "H", "H", "H", "H", "H", "O", "C", "C", "C", "C", "O", "H", "H", "H", "H", "H", "H", "O", "C", "C", "C", "C", "O", "H", "H", "H", "H", "H", "H", "O", "C", "C", "C", "C", "O", "H", "H", "H", "H", "H", "H", "O", "C", "C", "C", "C", "O", "H", "H", "H", "H", "H", "H"], "positions_angstrom": [[0.2113, 4.1625, 1.6439], [-1.1905, 3.5508, 1.4798], [-1.3710, 2.6443, 0.2559], [-0.2479, 1.6647, -0.1042], [-0.3920, 0.3398, 0.5505], [0.3102, 0.0908, 1.7792], [1.8200, 0.2736, 1.6922], [2.5443, -0.6552, 1.4809], [2.3501, 1.6186, 1.8210], [3.5221, 1.7642, 2.5319], [4.4452, 2.4586, 2.2598], [3.4758, 1.0487, 3.6659], [-0.3487, 0.7706, 2.8495], [-1.5711, 0.1241, 2.8752], [-2.5969, 0.6225, 3.1980], [-1.4151, -1.1640, 2.4967], [0.0111, -1.3551, 2.2369], [0.6480, -1.7161, 3.5868], [0.1358, 5.2078, 1.9476], [0.7905, 4.1387, 0.7217], [0.7444, 3.6445, 2.4419], [-1.4998, 3.0546, 2.3995], [-1.8954, 4.3782, 1.3542], [-1.5659, 3.2582, -0.6217], [-2.2554, 2.0214, 0.4208], [0.7456, 2.0990, 0.0174], [-0.3360, 1.4633, -1.1715], [-0.1565, -0.3889, -0.1186], [2.4478, 2.0966, 0.9301], [0.2182, -2.1197, 1.4942], [-0.1043, -1.7480, 4.3721], [1.3960, -0.9917, 3.9118], [1.1425, -2.6870, 3.5597], [-0.9671, -2.7327, 6.5330], [-1.8837, -3.4083, 6.1693], [-2.2916, -3.7296, 4.7454], [-3.7092, -4.2713, 4.9145], [-3.6504, -4.8610, 6.3193], [-2.7138, -4.0394, 7.0361], [-1.6069, -4.4852, 4.3551], [-2.2444, -2.8388, 4.1251], [-4.0068, -4.9951, 4.1586], [-4.4213, -3.4458, 4.8899], [-3.2776, -5.8880, 6.3225], [-4.6039, -4.8314, 6.8409], [-0.1187, -1.6850, -1.7121], [0.2028, -2.8344, -1.5781], [0.6502, -3.8063, -2.6457], [0.5365, -5.1551, -1.9391], [0.7791, -4.7647, -0.4867], [0.2401, -3.4297, -0.3687], [1.6798, -3.5623, -2.9164], [0.0118, -3.7215, -3.5205], [1.2375, -5.9054, -2.3005], [-0.4774, -5.5506, -2.0460], [1.8384, -4.7270, -0.2234], [0.2605, -5.4070, 0.2206], [0.4258, 7.6090, -0.3623], [1.5987, 7.3906, -0.3273], [2.7364, 8.3974, -0.3260], [3.9496, 7.5375, -0.6748], [3.5361, 6.1791, -0.1193], [2.1074, 6.1359, -0.2536], [2.8093, 8.8268, 0.6743], [2.5423, 9.1874, -1.0456], [4.8899, 7.8977, -0.2627], [4.0574, 7.4768, -1.7592], [3.7863, 6.0683, 0.9379], [3.9595, 5.3412, -0.6689], [0.0276, 3.5514, -2.4261], [1.0411, 3.4147, -3.0391], [1.2472, 3.4560, -4.5408], [2.6276, 2.8236, -4.7106], [3.2988, 3.1801, -3.3891], [2.2369, 3.2099, -2.4217], [1.2277, 4.4999, -4.8576], [0.4553, 2.9099, -5.0448], [3.1803, 3.1788, -5.5778], [2.5287, 1.7404, -4.7927], [3.7668, 4.1673, -3.4166], [4.0375, 2.4490, -3.0694], [-2.2762, -6.5358, -2.4342], [-2.8501, -5.9861, -3.3304], [-3.9989, -6.5095, -4.1676], [-4.0128, -5.5487, -5.3562], [-3.4515, -4.2750, -4.7346], [-2.5390, -4.7282, -3.7155], [-4.9105, -6.4432, -3.5718], [-3.8237, -7.5444, -4.4463], [-4.9929, -5.4057, -5.8052], [-3.3359, -5.9117, -6.1306], [-4.2220, -3.6687, -4.2557], [-2.9025, -3.6546, -5.4380]], "lowdin_charge": [-0.0973, -0.2290, -0.1728, -0.1686, 0.0902, -0.3748, -0.2951, 0.1834, 0.1900, -0.5389, 0.1538, 0.1318, 0.1141, -0.5407, 0.1798, 0.0604, -0.1930, 0.0154, 0.0683, 0.0508, 0.0573, 0.0864, 0.1021, 0.0924, 0.1128, 0.0793, 0.1100, 0.0906, 0.1414, 0.1331, 0.0715, 0.0862, 0.0917, 0.1228, -0.4804, -0.0739, -0.1476, -0.1581, 0.0246, 0.1348, 0.1067, 0.1141, 0.1204, 0.1240, 0.1226, 0.1126, -0.4644, -0.0648, -0.1397, -0.1292, 0.0114, 0.1322, 0.1138, 0.1208, 0.0791, 0.1277, 0.1274, 0.1294, -0.4866, -0.0734, -0.1520, -0.1516, 0.0031, 0.1311, 0.1229, 0.1143, 0.1137, 0.1308, 0.1175, 0.1334, -0.4677, -0.0670, -0.1498, -0.1588, 0.0079, 0.1323, 0.1258, 0.1146, 0.1177, 0.1222, 0.1250, 0.1124, -0.4746, -0.0684, -0.1481, -0.1419, 0.0162, 0.1340, 0.1265, 0.1163, 0.1182, 0.1299, 0.1257], "e_homo_ev": -8.99, "total_charge": 0, "smiles": "CCCCN[C@@]1(C(=O)NC(=O)F)OC(=O)O[C@@H]1C.O=C1CCCO1.O=C1CCCO1.O=C1CCCO1.O=C1CCCO1.O=C1CCCO1"}

=====

No. 2
{"formula": "C18H26N2O5S", "method": "ωB97M-V/def2-TZVPD", "symbols": ["C", "C", "C", "N", "C", "O", "C", "O", "C", "O", "C", "C", "C", "C", "S", "O", "O", "N", "C", "C", "C", "C", "C", "C", "C", "C", "H", "H", "H", "H", "H", "H", "H", "H", "H", "H", "H", "H", "H", "H", "H", "H", "H", "H", "H", "H", "H", "H", "H", "H", "H", "H"], "positions_angstrom": [[-5.4561, -0.2104, 1.1945], [-5.7081, 0.7427, 0.0324], [-5.6239, 2.2076, 0.4642], [-4.2961, 2.5509, 0.9193], [-4.0164, 2.8456, 2.1995], [-4.8449, 3.0274, 3.0619], [-2.5178, 2.9949, 2.5090], [-1.6587, 2.4713, 1.5063], [-1.5750, 1.1307, 1.4381], [-2.1840, 0.3907, 2.1689], [-0.6727, 0.6744, 0.3508], [-0.6513, -0.6876, 0.0497], [0.1723, -1.1570, -0.9557], [0.9669, -0.2639, -1.6523], [2.1032, -0.8994, -2.8906], [1.5109, -2.0601, -3.4873], [2.5035, 0.1968, -3.7234], [3.3774, -1.3682, -1.9555], [4.3846, -0.3703, -1.6718], [5.2664, -0.7513, -0.4876], [4.4940, -0.9691, 0.8132], [3.3145, -1.9389, 0.6846], [3.6063, -3.1372, -0.2182], [3.6511, -2.7604, -1.7198], [0.9513, 1.0887, -1.3671], [0.1271, 1.5649, -0.3627], [-5.5484, -1.2421, 0.8642], [-4.4592, -0.0721, 1.6068], [-6.1773, -0.0348, 1.9888], [-6.7027, 0.5658, -0.3807], [-4.9792, 0.5587, -0.7621], [-5.8959, 2.8633, -0.3699], [-6.2972, 2.3974, 1.3027], [-3.5398, 2.4091, 0.2670], [-2.2732, 4.0555, 2.5937], [-2.3340, 2.4984, 3.4672], [-1.2855, -1.3531, 0.6155], [0.2049, -2.2010, -1.2233], [5.0145, -0.2101, -2.5579], [3.8582, 0.5648, -1.4655], [5.8265, -1.6532, -0.7339], [5.9921, 0.0509, -0.3390], [5.1965, -1.3519, 1.5573], [4.1187, -0.0111, 1.1791], [3.0558, -2.3033, 1.6811], [2.4435, -1.4104, 0.2958], [4.5542, -3.5875, 0.0793], [2.8273, -3.8843, -0.0610], [4.6205, -3.0272, -2.1566], [2.8823, -3.3006, -2.2729], [1.5723, 1.7493, -1.9514], [0.1006, 2.6166, -0.1244]], "lowdin_charge": [-0.0944, -0.2360, -0.1850, 0.0760, -0.4837, 0.0744, -0.0533, -0.0116, -0.4450, 0.1273, -0.1112, 0.0147, -0.0494, -0.2556, 0.6722, -0.2772, -0.2712, -0.2630, -0.1911, -0.1755, -0.1875, -0.1971, -0.1575, -0.1808, -0.0395, 0.0117, 0.0703, 0.0481, 0.0795, 0.1050, 0.1036, 0.1187, 0.1210, 0.1415, 0.1426, 0.1413, 0.1264, 0.1213, 0.1274, 0.1163, 0.1064, 0.1170, 0.1101, 0.1111, 0.1126, 0.0846, 0.1098, 0.1061, 0.1265, 0.1059, 0.1144, 0.1217], "e_homo_ev": -9.46, "total_charge": 0, "de_lowest_kj_mol": 52.0, "smiles": "CCCNC(=O)COC(=O)c1ccc(S(=O)(=O)N2CCCCCC2)cc1"}

=====

No. 3
{"formula": "C5H11HgO2", "method": "ωB97M-V/def2-TZVPD", "symbols": ["C", "C", "O", "C", "C", "O", "C", "Hg", "H", "H", "H", "H", "H", "H", "H", "H", "H", "H", "H"], "positions_angstrom": [[-0.3968, -2.2381, -2.0140], [0.7512, -1.9041, -1.3591], [-1.3833, -1.0085, 0.9624], [-1.6703, 0.2817, 0.5825], [-0.9102, 1.4044, 1.2729], [0.4800, 1.1956, 1.0512], [1.2951, 2.2592, 1.4832], [0.7775, -1.0433, 1.2219], [-1.0646, -1.4242, -2.3101], [-0.9292, -3.1474, -1.7209], [1.2193, -2.8874, -1.1614], [0.8151, -0.8193, -1.5915], [-2.7503, 0.5416, 0.6760], [-1.4039, 0.3963, -0.4976], [-1.1325, 1.4598, 2.3539], [-1.2144, 2.3764, 0.8425], [2.2583, 2.1759, 0.9647], [0.8352, 3.2294, 1.2335], [1.4620, 2.2158, 2.5721]], "lowdin_charge": [-0.0959, -0.2131, -0.4122, -0.4235, -0.2457, -0.4241, -0.1099, 0.9357, 0.0442, 0.0588, 0.0634, 0.0594, 0.1216, 0.1001, 0.1316, 0.1270, 0.0933, 0.0937, 0.0956], "s_squared": 0.759, "spin_multiplicity": 2, "e_homo_ev": [-7.58, -8.58], "total_charge": 0, "de_lowest_kj_mol": 0.0}